Molecular formula: C3H3BrClF
Method: DFT, the ωB97M-V functional and the def2-TZVPD basis

Summary:
Largest force on an atom   0.0720 Eh/bohr
Frontier orbital gap (spin up / spin down)   8.5 / 8.4 eV
Energy relative to the best compared isomer or geometry (same formula, charge and spin)   65.0 kcal/mol

ORCA input file:
```
! RIJCOSX wB97M-V def2-TZVPD def2/J DEFGRID3
* xyz 0 1
C -0.047 0.547 1.296
C -0.217 1.208 0.134
C -2.116 0.015 -1.023
F -1.808 -1.203 -1.299
Cl 0.332 2.665 -0.548
Br -3.392 0.063 0.383
H 0.724 0.947 1.946
H -0.745 -0.271 1.538
H -2.481 0.641 -1.931
*
```

Molecular formula: C3H3BrF2O
Method: DFT, the ωB97M-V functional and the def2-TZVPD basis

Summary:
Largest force on an atom   0.1013 Eh/bohr
Frontier orbital gap   11.2 eV
Energy relative to the best compared isomer or geometry (same formula, charge and spin)   17.5 kcal/mol

ORCA input file:
```
! RIJCOSX wB97M-V def2-TZVPD def2/J DEFGRID3
* xyz 0 1
O 1.697 1.493 0.725
C 1.464 0.454 0.235
Br 3.022 -0.418 -0.431
C 0.204 -0.338 -0.141
C -1.362 0.061 0.062
F -2.078 -1.091 -0.065
F -1.807 1.040 -0.813
H 0.212 -0.493 -1.139
H 0.029 -1.314 0.480
H -1.382 0.606 1.087
*
```

Q: Which of these has the lowest energy relative to the best compared isomer or geometry (same formula, charge and spin)?
A: C3H3BrF2O